C34H36IMnN6O2Se | the ωB97M-V functional and the def2-TZVPD basis

Geometry (Å):
Mn: -2.251 0.261 1.161
O: -3.128 -3.184 -0.701
C: -2.884 -2.259 0.059
N: -2.587 -0.975 -0.243
C: -2.454 -0.484 -1.552
C: -2.716 -1.157 -2.742
C: -2.463 -0.523 -3.952
C: -1.952 0.764 -3.981
C: -1.705 1.457 -2.803
C: -1.964 0.843 -1.581
N: -1.778 1.381 -0.296
C: -1.321 2.643 -0.067
O: -0.995 3.486 -0.885
C: -1.214 2.886 1.402
C: -0.974 4.145 1.926
C: -0.896 4.300 3.294
C: -1.004 3.165 4.093
C: -1.226 1.946 3.494
N: -1.366 1.794 2.172
C: -2.844 -2.462 1.543
C: -3.025 -3.714 2.103
C: -2.926 -3.865 3.472
C: -2.673 -2.737 4.243
C: -2.525 -1.521 3.612
N: -2.586 -1.368 2.286
H: -3.117 -2.157 -2.709
H: -2.670 -1.041 -4.880
H: -1.756 1.244 -4.931
H: -1.320 2.462 -2.828
H: -0.876 4.975 1.240
H: -0.751 5.273 3.742
H: -0.920 3.223 5.169
H: -1.261 1.042 4.084
H: -3.217 -4.543 1.436
H: -3.034 -4.836 3.936
H: -2.589 -2.793 5.318
H: -2.348 -0.629 4.194
I: -4.662 3.085 1.295
C: -4.189 1.009 1.671
H: -4.971 0.471 1.133
H: -4.376 0.892 2.744
C: 4.976 2.421 -0.238
C: 4.408 1.282 0.607
C: 3.218 1.708 1.467
C: 1.950 2.025 0.675
N: 1.529 0.960 -0.222
C: 1.027 -0.245 0.147
Se: 0.662 -0.812 1.856
N: 0.773 -0.957 -0.978
C: 0.295 -2.327 -1.050
C: 1.398 -3.303 -1.460
C: 2.496 -3.449 -0.409
C: 3.473 -4.566 -0.765
C: 1.069 -0.180 -2.087
C: 0.934 -0.434 -3.442
C: 1.306 0.576 -4.313
C: 1.780 1.800 -3.840
C: 1.899 2.057 -2.485
C: 1.544 1.041 -1.610
H: 5.874 2.103 -0.769
H: 5.240 3.268 0.399
H: 4.256 2.761 -0.985
H: 5.187 0.910 1.274
H: 4.112 0.449 -0.037
H: 3.474 2.614 2.025
H: 2.999 0.923 2.188
H: 2.106 2.907 0.056
H: 1.139 2.243 1.371
H: -0.532 -2.359 -1.761
H: -0.085 -2.595 -0.068
H: 1.836 -2.982 -2.409
H: 0.921 -4.272 -1.628
H: 2.040 -3.653 0.562
H: 3.039 -2.505 -0.315
H: 2.954 -5.524 -0.832
H: 4.253 -4.657 -0.008
H: 3.953 -4.374 -1.727
H: 0.525 -1.369 -3.800
H: 1.213 0.415 -5.379
H: 2.042 2.576 -4.548
H: 2.231 3.025 -2.136

## Properties
LUMO energy (spin up / spin down) ... -0.37 / -0.58 eV
Kohn-Sham gap (spin up / spin down) ... 6.334 / 7.023 eV
DFT total energy ... -5646.48217 Ha
Multiplicity ... 5
Net charge ... 0